Entry one
Entry from the Open Molecules 2025 dataset: the ion C5H11N2O with charge +1 (wB97M-V/def2-TZVPD).

Bonds (Å) are listed after each position.
Atoms and positions in Å:
1 O -2.4640 1.2545 -0.9078  C8 1.201
2 N 3.5875 0.0354 -0.3890  C5 1.348, H10 1.001, H16 1.005
3 N -2.3976 -0.7201 0.6133  C4 1.506, H12 1.040, H14 1.019, H15 1.020
4 C -1.0786 -0.4704 -0.0697  N3 1.506, C6 1.545, C8 1.539, H13 1.083
5 C 2.4124 -0.4254 0.0850  N2 1.348, C7 1.334, H11 1.095
6 C 0.0963 -0.3868 0.9297  C4 1.545, C7 1.490, H17 1.099, H19 1.091
7 C 1.3105 0.2700 0.3690  C5 1.334, C6 1.490, H18 1.087
8 C -1.3370 0.8470 -0.8221  O1 1.201, C4 1.539, H9 1.091
9 H -0.4609 1.3646 -1.2159  C8 1.091
10 H 4.3125 -0.5995 -0.6609  N2 1.001
11 H 2.3563 -1.4989 0.2930  C5 1.095
12 H -3.0131 0.0270 0.2318  N3 1.040
13 H -0.9422 -1.2616 -0.7964  C4 1.083
14 H -2.8287 -1.6151 0.3840  N3 1.019
15 H -2.3666 -0.6542 1.6306  N3 1.020
16 H 3.8230 1.0069 -0.2858  N2 1.005
17 H -0.2724 0.1232 1.8304  C6 1.099
18 H 1.3628 1.3449 0.2190  C7 1.087
19 H 0.3473 -1.4009 1.2436  C6 1.091

Values from the calculation:
LUMO, eV: -3.581
HOMO energy, eV: -11.7
Frontier orbital gap, eV: 8.12
Net charge: +1
Structure (SMILES): N/C=C/C[C@@H]([NH3+])C=O

Calculated atomic charges, method Mulliken, unit e: number 1, O, carries -0.50; number 2, N, carries -0.42; number 3, N, carries -0.28; number 4, C, carries -0.06; number 5, C, carries -0.08; number 6, C, carries -0.93; number 7, C, carries -0.55; number 8, C, carries 0.08; number 9, H, carries 0.50; number 10, H, carries 0.22; number 11, H, carries 0.24; number 12, H, carries 0.34; number 13, H, carries 0.32; number 14, H, carries 0.36; number 15, H, carries 0.34; number 16, H, carries 0.20; number 17, H, carries 0.45; number 18, H, carries 0.39; number 19, H, carries 0.38

=====

Entry two
Entry from the Open Molecules 2025 dataset: a cluster of 2 separate species, C5H11N2O in total (wB97M-V/def2-TZVPD).

Bonds (Å) are listed after each position.
Atoms and positions in Å:
1 O 0.7702 0.3342 0.6448  C4 1.202
2 N 3.6438 -0.9393 1.0530  H10 1.009, H15 1.010, H17 1.010
3 N -2.0828 -0.7810 0.3941  C5 1.267, C6 1.439
4 C 1.0811 0.9616 -0.3326  O1 1.202, C8 1.503, H19 1.096
5 C -2.4232 -0.5233 1.5874  N3 1.267, H9 1.085, H12 1.092
6 C -1.9278 0.3514 -0.4801  N3 1.439, C7 1.618, H11 1.091, H18 1.089
7 C -0.8799 -0.0347 -1.6514  C6 1.618, C8 1.413, H14 1.105, H16 1.090
8 C 0.2703 0.7826 -1.5852  C4 1.503, C7 1.413, H13 1.093
9 H -2.7060 -1.3560 2.2225  C5 1.085
10 H 2.6706 -0.7085 1.1845  N2 1.009
11 H -2.8562 0.4724 -1.0399  C6 1.091
12 H -2.3965 0.4897 1.9935  C5 1.092
13 H 0.6615 1.2426 -2.4966  C8 1.093
14 H -0.6462 -1.1045 -1.5050  C7 1.105
15 H 3.7373 -1.9222 1.2678  N2 1.010
16 H -1.3755 0.1012 -2.6122  C7 1.090
17 H 4.2184 -0.3748 1.6622  N2 1.010
18 H -1.6328 1.2913 -0.0148  C6 1.089
19 H 1.8738 1.7173 -0.2920  C4 1.096

Values from the calculation:
LUMO, eV: -8.271
HOMO energy, eV: -12.8
Frontier orbital gap, eV: 4.56
Net charge: +1

Calculated atomic charges, method Mulliken, unit e: number 1, O, carries -0.34; number 2, N, carries -0.66; number 3, N, carries -0.36; number 4, C, carries -0.03; number 5, C, carries -0.29; number 6, C, carries -0.52; number 7, C, carries -0.53; number 8, C, carries 0.01; number 9, H, carries 0.28; number 10, H, carries 0.25; number 11, H, carries 0.37; number 12, H, carries 0.27; number 13, H, carries 0.41; number 14, H, carries 0.38; number 15, H, carries 0.23; number 16, H, carries 0.38; number 17, H, carries 0.23; number 18, H, carries 0.50; number 19, H, carries 0.41

=====

Compare the structures above. Which one is the most stable? entry one is.